# 1
This record from the OMol25 dataset describes the molecule C13H18N2O6S. The level of theory is ωB97M-V/def2-TZVPD.

Output
orbital gap = 8.70 eV
LUMO = -0.4 eV
HOMO energy = -0.3346 Eh
total energy = -39869.165 eV
SMILES = CCCOc1ccc(S(=O)(=O)N2CCOCC2)cc1[N+](=O)[O-]

Positions of all 40 atoms, in Å:
S  2.781  0.637  0.668
O  3.421  0.189  1.868
O  2.988  1.979  0.216
O  -1.654  1.920  -1.814
O  -2.983  -0.586  1.123
O  -3.030  2.188  -0.181
O  1.117  -1.527  -1.174
N  -2.041  1.697  -0.686
N  3.316  -0.362  -0.554
C  -0.812  -0.767  1.874
C  -3.978  -0.360  0.135
C  -6.189  -1.227  -0.681
C  1.014  0.382  0.856
C  -5.056  -1.423  0.317
C  2.051  -2.468  -0.693
C  2.902  -0.031  -1.895
C  -1.732  -0.133  1.017
C  -1.229  0.836  0.132
C  0.146  1.065  0.046
C  3.367  -1.773  -0.266
C  1.617  -0.805  -2.279
C  0.535  -0.516  1.800
H  -6.953  -1.986  -0.536
H  -3.537  -0.434  -0.868
H  2.751  1.047  -1.912
H  -5.819  -1.300  -1.701
H  3.721  -0.280  -2.578
H  -4.413  0.641  0.253
H  0.813  -0.130  -2.576
H  1.561  -2.956  0.152
H  4.222  -2.201  -0.799
H  -6.645  -0.249  -0.552
H  2.250  -3.219  -1.472
H  1.822  -1.500  -3.107
H  3.544  -1.859  0.805
H  1.238  -1.004  2.456
H  0.518  1.808  -0.643
H  -5.437  -1.358  1.337
H  -4.607  -2.410  0.189
H  -1.212  -1.481  2.577

Atoms 1-2, force components in eV/Å:
S 0.056 0.019 -0.002
O -0.204 -0.288 0.065


# 2
This record from the OMol25 dataset describes a structure of composition C33H36IrN6O7Si. The level of theory is ωB97M-V/def2-TZVPD.

Output
orbital gap (spin up / spin down) = 6.54 / 4.45 eV
LUMO (spin up / spin down) = -0.4 / -3.5 eV
HOMO energy (spin up / spin down) = -0.2560 / -0.2905 Eh
multiplicity = 6
total energy = -68792.735 eV
energy relative to the best compared isomer or geometry (same formula, charge and spin) = 67.2 kJ/mol

Positions of all 84 atoms, in Å:
Ir  -0.016  -0.328  -0.006
Si  -1.490  -0.531  -3.455
O  0.760  1.682  -0.840
O  -4.899  -5.735  0.651
O  -6.336  -4.276  -0.374
O  0.480  -2.422  -0.085
O  2.260  3.044  -2.381
O  2.208  -0.022  1.036
O  -0.091  -4.572  -0.110
N  0.044  -0.479  -2.569
N  2.846  2.105  1.450
N  -0.650  -0.604  2.254
N  -2.155  -1.705  -0.062
N  -1.243  2.542  -0.119
N  -1.204  1.404  0.645
C  3.671  -0.684  -2.801
C  0.290  5.817  -3.609
C  1.201  3.867  -2.531
C  -4.102  -3.592  0.052
C  -0.910  5.656  -2.918
C  -3.432  -1.348  -0.001
C  -2.681  0.636  -2.628
C  3.054  0.873  0.954
C  2.393  -0.803  -2.307
C  -1.836  -2.992  -0.050
C  -2.047  -2.322  -3.375
C  -1.127  -2.005  4.114
C  -1.042  4.603  -2.038
C  1.619  2.401  2.166
C  2.835  0.428  -4.770
C  -5.331  -4.754  0.095
C  -1.850  1.377  1.753
C  -2.433  -0.037  3.740
C  3.906  -0.057  -4.023
C  -0.393  -1.686  2.982
C  -4.473  -2.262  0.050
C  -2.796  -4.002  0.012
C  1.334  4.936  -3.420
C  -1.656  0.206  2.613
C  -0.353  -3.383  -0.091
C  -1.425  -0.064  -5.269
C  -2.162  -1.164  4.497
C  1.272  -0.333  -3.058
C  -0.167  2.561  -0.891
C  3.795  3.186  1.259
C  4.388  0.604  0.308
C  -0.003  3.693  -1.830
C  1.548  0.274  -4.318
H  2.208  -1.325  -1.377
H  5.222  0.931  0.927
H  -2.434  -0.243  -5.649
H  2.271  5.046  -3.948
H  4.453  1.130  -0.645
H  -1.218  -2.995  -3.164
H  -2.479  -5.032  0.030
H  0.905  2.923  1.528
H  1.855  3.027  3.028
H  -1.959  4.454  -1.485
H  -0.886  -2.893  4.680
H  -2.447  2.224  2.073
H  -5.505  -1.951  0.072
H  4.678  3.074  1.894
H  4.457  -0.464  0.131
H  -0.742  -0.678  -5.852
H  -1.195  0.986  -5.445
H  -2.811  -2.486  -2.619
H  1.175  1.466  2.503
H  -2.754  -1.384  5.374
H  -3.640  -0.283  -0.011
H  -3.695  0.426  -2.969
H  -3.230  0.642  4.003
H  4.111  3.258  0.219
H  4.916  0.048  -4.394
H  -2.658  0.572  -1.544
H  -1.725  6.348  -3.068
H  0.726  0.664  -4.904
H  0.408  6.639  -4.302
H  -2.447  1.668  -2.892
H  3.014  0.930  -5.710
H  3.302  4.122  1.517
H  -2.470  -2.609  -4.338
H  1.948  2.305  -1.808
H  4.498  -1.094  -2.240
H  0.421  -2.304  2.625

Atoms 1-2, force components in eV/Å:
Ir -0.287 0.213 -0.057
Si 0.266 -0.035 0.163


# 3
This record from the OMol25 dataset describes a cluster of 3 separate species, C4H12N2O2 in total. The level of theory is ωB97M-V/def2-TZVPD.

Output
orbital gap = 5.13 eV
LUMO = -3.1 eV
HOMO energy = -0.3010 Eh
total energy = -11412.429 eV
energy relative to the best compared isomer or geometry (same formula, charge and spin) = 654.9 kJ/mol

Positions of all 20 atoms, in Å:
O  -1.569  1.753  0.357
O  -2.291  -0.716  -0.454
N  0.514  -1.107  0.108
N  -0.261  -1.377  -2.078
C  1.417  0.805  1.580
C  1.055  2.093  1.344
C  1.339  -0.476  0.968
C  0.919  -1.110  -1.325
H  0.392  2.265  0.493
H  2.153  -1.045  1.454
H  1.362  -0.115  -1.520
H  1.695  -1.867  -1.529
H  2.193  0.838  2.355
H  -0.293  -0.795  -2.909
H  -3.185  -1.079  -0.418
H  -2.014  0.885  0.146
H  -0.514  -0.977  0.177
H  1.460  2.952  1.864
H  -1.078  -1.089  -1.484
H  -0.999  1.433  1.062

Atoms 1-2, force components in eV/Å:
O 0.115 -0.432 0.340
O 0.480 0.410 0.581


# 4
This record from the OMol25 dataset describes a structure of composition C6H9NO. The level of theory is ωB97M-V/def2-TZVPD.

Output
orbital gap = 10.14 eV
LUMO = 1.0 eV
HOMO energy = -0.3369 Eh
total energy = -9899.984 eV
energy relative to the best compared isomer or geometry (same formula, charge and spin) = 542.2 kJ/mol

Positions of all 17 atoms, in Å:
O  -1.780  -0.714  0.171
N  1.464  -0.135  -0.185
C  0.358  1.482  -1.671
C  -0.245  -0.468  1.771
C  0.455  -1.032  -0.467
C  0.076  0.420  -0.438
C  -0.627  -1.504  0.693
C  -0.938  0.427  0.678
H  1.108  0.767  -2.279
H  1.513  0.115  0.759
H  0.872  2.340  -1.290
H  -0.941  -2.617  0.711
H  -0.521  1.893  -2.320
H  -1.331  1.385  0.806
H  0.592  -1.429  -1.593
H  0.861  -0.184  2.046
H  -0.915  -0.743  2.607

Atoms 1-2, force components in eV/Å:
O 0.981 0.505 2.775
N 0.557 1.754 0.264


# 5
This record from the OMol25 dataset describes a structure of composition C5H4OTl. The level of theory is ωB97M-V/def2-TZVPD.

Output
orbital gap (spin up / spin down) = 8.01 / 6.55 eV
LUMO (spin up / spin down) = -10.9 / -12.5 eV
HOMO energy (spin up / spin down) = -0.6943 / -0.6988 Eh
net charge = +2
multiplicity = 2
total energy = -11966.930 eV
energy relative to the best compared isomer or geometry (same formula, charge and spin) = 0.0 kJ/mol

Positions of all 11 atoms, in Å:
Tl  -0.190  1.879  3.733
O  0.158  1.004  2.015
C  0.184  0.598  0.898
C  0.504  -0.774  -2.704
C  0.235  0.191  -0.297
C  0.269  -0.275  -1.510
C  -0.421  -1.890  -3.091
H  0.340  -2.722  -2.904
H  0.903  -0.087  -3.459
H  -1.434  -1.769  -2.686
H  -0.573  -1.925  -4.179

Atoms 1-2, force components in eV/Å:
Tl -1.477 3.762 7.396
O 1.438 -4.254 -8.681


# 6
This record from the OMol25 dataset describes the ion C9H13N5S with charge +2. The level of theory is ωB97M-V/def2-TZVPD.

Output
orbital gap (spin up / spin down) = 5.29 / 5.29 eV
LUMO (spin up / spin down) = -10.4 / -10.4 eV
HOMO energy (spin up / spin down) = -0.5768 / -0.5770 Eh
net charge = +2
total energy = -27809.452 eV
energy relative to the best compared isomer or geometry (same formula, charge and spin) = 147.6 kJ/mol

Positions of all 28 atoms, in Å:
S  3.320  -2.260  -0.014
N  -1.677  -1.404  -0.069
N  3.252  0.752  0.038
N  1.062  2.397  0.306
N  0.685  -1.721  0.149
N  -0.265  0.396  0.177
C  -1.982  -2.750  0.141
C  -0.096  3.195  0.254
C  4.392  1.130  -0.360
C  1.970  -1.262  0.121
C  -0.404  -0.889  0.148
C  0.899  0.976  0.194
C  -2.728  -0.478  -0.252
C  2.129  0.154  0.105
C  -3.990  -0.719  -0.465
H  1.991  2.748  0.083
H  -1.631  -3.383  -0.669
H  -2.296  0.466  0.009
H  -4.367  -1.692  -0.611
H  4.347  1.202  -1.461
H  0.609  -2.767  0.451
H  -4.693  0.163  -0.451
H  -0.938  2.598  0.381
H  -2.967  -2.819  -0.069
H  -0.109  3.902  1.078
H  5.208  1.498  0.349
H  -1.611  -3.099  1.129
H  -0.109  3.666  -0.690

Atoms 1-2, force components in eV/Å:
S -1.821 1.133 0.331
N 3.260 2.403 0.546


Which value of total energy does entry 3 give? -11412.429 eV